(1)
A molecular structure, C40H42CrNOP2 at a distorted geometry, computed with ωB97M-V with the def2-TZVPD basis set.

Computed properties:
HOMO (spin up / spin down): -4.4 / -7.3 eV
Net charge: 0
2S+1: 6

Each line ends with the Mulliken spin population.
CARTESIAN COORDINATES (ANGSTROEM)
Cr -0.482 -1.186 -0.771  4.146
C 2.775 3.723 0.860  -0.002
C 2.835 2.381 0.875  0.019
C 2.959 1.511 2.084  0.002
C 1.652 1.096 2.807  -0.001
C 0.599 2.149 2.953  0.009
C 0.835 3.441 3.197  0.001
C 2.179 4.088 3.364  0.000
C 2.946 4.549 2.089  0.000
C -1.217 0.750 -0.518  0.016
H 2.649 4.276 -0.066  0.002
H 3.010 1.851 -0.060  -0.016
H 3.652 1.970 2.811  -0.001
H 3.442 0.565 1.763  0.002
H 1.195 0.220 2.308  0.038
H 1.962 0.726 3.808  -0.001
H -0.427 1.761 2.947  -0.004
H 0.006 4.117 3.400  0.000
H 2.854 3.424 3.914  0.000
H 2.048 4.994 3.988  0.000
H 2.643 5.575 1.843  0.000
H 4.010 4.599 2.368  0.000
H -0.467 1.523 -0.280  0.004
H -2.077 0.791 0.181  -0.009
H -1.563 0.883 -1.574  -0.016
P 0.407 -2.743 -2.089  0.097
P -1.859 -2.775 0.009  0.059
C 0.659 -3.723 -0.567  -0.113
C -0.374 -3.792 0.338  0.099
C 0.405 -3.747 -3.564  -0.048
C 1.222 -4.876 -3.425  0.014
C 1.489 -5.686 -4.523  -0.008
C 0.897 -5.395 -5.756  0.018
C 0.033 -4.299 -5.882  -0.007
C -0.224 -3.467 -4.797  0.033
C 1.847 -1.647 -2.191  0.258
C 1.614 -0.606 -1.207  0.127
C 1.947 0.706 -1.583  0.283
C 2.971 0.897 -2.522  -0.166
C 3.327 -0.151 -3.380  0.272
C 2.666 -1.395 -3.287  -0.111
C -3.094 -4.123 -0.186  0.020
C -2.962 -5.063 -1.233  0.010
C -3.613 -6.298 -1.171  0.000
C -4.465 -6.612 -0.104  0.001
C -4.656 -5.660 0.901  0.000
C -4.005 -4.424 0.844  0.004
C -2.345 -2.009 1.599  -0.115
C -3.485 -1.187 1.712  0.038
C -3.805 -0.621 2.945  -0.004
C -2.996 -0.871 4.063  0.021
C -1.872 -1.695 3.944  -0.013
C -1.541 -2.255 2.712  0.088
H 1.602 -4.249 -0.428  0.009
H -0.429 -4.526 1.139  0.015
H 1.654 -5.104 -2.450  0.003
H 2.155 -6.537 -4.398  -0.001
H 1.103 -6.040 -6.610  0.002
H -0.438 -4.104 -6.845  -0.001
H -0.891 -2.609 -4.889  0.003
H 1.398 -0.897 -0.122  -0.149
H 1.387 1.535 -1.139  0.043
H 3.485 1.860 -2.567  -0.002
H 4.115 -0.002 -4.115  0.026
H 2.853 -2.170 -4.036  -0.011
H -2.311 -4.842 -2.080  0.000
H -3.448 -7.046 -1.949  0.000
H -4.965 -7.584 -0.052  0.000
H -5.301 -5.894 1.749  0.000
H -4.184 -3.705 1.640  0.003
H -4.107 -0.988 0.836  -0.002
H -4.688 0.013 3.041  -0.001
H -3.245 -0.427 5.029  0.002
H -1.250 -1.916 4.814  -0.001
H -0.658 -2.887 2.615  0.012
O 0.237 5.063 -0.099  0.000
N 0.123 6.349 0.111  0.001
C 1.239 7.133 0.232  0.000
C 1.126 8.467 0.592  0.000
C -0.135 9.038 0.776  0.000
C -1.266 8.247 0.556  0.000
C -1.120 6.910 0.211  0.000
H 2.198 6.653 0.052  0.000
H 2.039 9.040 0.730  0.000
H -0.242 10.080 1.076  0.000
H -2.274 8.635 0.649  0.000
H -1.965 6.243 0.039  0.000

Forces on atoms 1 to 6 (eV/Å):
Cr -0.4 3.2 -0.8
C 0.4 -1.3 0.2
C 0.7 0.8 -0.6
C 0.6 -0.6 0.3
C 0.3 -0.4 0.0
C -0.1 0.4 0.5

(2)
A molecular structure, C40H42F3FeGe2N5S, computed with ωB97M-V with the def2-TZVPD basis set.

Computed properties:
HOMO: -13.5 eV
Net charge: +2

Each line ends with the Löwdin charge.
CARTESIAN COORDINATES (ANGSTROEM)
Fe 1.729 -0.389 -0.448  0.366
C 4.487 -0.817 0.153  -0.144
C 4.956 0.225 -0.857  -0.098
C 3.962 1.108 -1.583  -0.238
C 4.426 2.310 -2.097  0.000
C 3.619 3.078 -2.916  -0.017
C 2.362 2.604 -3.246  -0.018
C 1.951 1.412 -2.686  -0.121
N 2.704 0.682 -1.843  0.033
N 3.360 -1.614 -0.337  -0.213
C 2.993 -2.706 0.590  -0.083
C 2.207 -2.163 1.744  -0.233
C 2.382 -2.583 3.047  0.013
C 1.588 -2.026 4.042  -0.012
C 0.678 -1.043 3.691  -0.008
C 0.587 -0.666 2.362  -0.121
N 1.306 -1.228 1.390  0.052
C 3.592 -2.228 -1.657  -0.088
C 2.265 -2.543 -2.279  -0.239
C 2.107 -3.489 -3.275  0.015
C 0.889 -3.569 -3.927  -0.016
C -0.125 -2.696 -3.569  -0.020
C 0.100 -1.808 -2.536  -0.096
N 1.269 -1.744 -1.877  0.057
H 4.150 -0.347 1.076  0.103
H 5.342 -1.450 0.418  0.144
H 5.540 -0.276 -1.634  0.130
H 5.680 0.867 -0.352  0.131
H 5.431 2.636 -1.863  0.129
H 3.979 4.019 -3.309  0.126
H 1.706 3.144 -3.912  0.123
H 0.973 1.008 -2.903  0.084
H 3.875 -3.262 0.922  0.145
H 2.348 -3.391 0.037  0.141
H 3.121 -3.336 3.283  0.128
H 1.693 -2.345 5.070  0.125
H 0.043 -0.566 4.424  0.114
H -0.097 0.109 2.063  0.063
H 4.234 -3.111 -1.582  0.151
H 4.084 -1.514 -2.315  0.128
H 2.927 -4.138 -3.552  0.130
H 0.738 -4.294 -4.716  0.126
H -1.080 -2.711 -4.073  0.119
H -0.666 -1.128 -2.201  0.071
F -0.246 5.511 0.136  0.169
C -0.590 4.227 0.258  -0.592
F -1.569 4.158 1.174  0.139
F -1.100 3.835 -0.914  0.125
C 0.596 3.397 0.691  -0.078
C 1.593 4.036 1.418  0.043
C 2.717 3.330 1.809  0.004
C 2.830 2.015 1.397  -0.076
N 1.878 1.391 0.704  -0.012
C 0.747 2.045 0.397  -0.516
S -0.323 0.985 -0.545  0.784
H 1.484 5.084 1.664  0.141
H 3.499 3.791 2.395  0.125
H 3.718 1.446 1.635  0.112
C -5.892 0.619 -0.610  -0.235
Ge -4.308 1.759 -0.658  0.715
C -3.718 2.152 -2.471  -0.240
C -4.690 3.321 0.442  -0.221
Ge -2.557 0.328 0.328  0.853
C -2.610 0.267 2.269  -0.369
C -2.428 1.437 3.011  -0.121
C -2.572 1.429 4.391  -0.065
C -2.928 0.254 5.042  -0.069
C -3.128 -0.910 4.314  -0.067
C -2.962 -0.908 2.934  -0.105
C -2.513 -1.480 -0.399  -0.373
C -3.363 -1.801 -1.458  -0.118
C -3.447 -3.104 -1.935  -0.065
C -2.689 -4.104 -1.346  -0.065
C -1.840 -3.799 -0.289  -0.066
C -1.750 -2.498 0.180  -0.130
H -6.756 1.217 -0.904  0.036
H -6.062 0.247 0.400  0.031
H -5.819 -0.229 -1.289  0.008
H -4.493 2.722 -2.984  0.033
H -3.536 1.233 -3.028  0.015
H -2.805 2.744 -2.456  0.002
H -4.874 4.179 -0.206  0.035
H -3.898 3.580 1.133  -0.012
H -5.594 3.119 1.015  0.031
H -2.174 2.368 2.512  0.080
H -2.432 2.341 4.956  0.113
H -3.062 0.251 6.115  0.114
H -3.422 -1.822 4.817  0.114
H -3.127 -1.823 2.380  0.097
H -3.966 -1.029 -1.922  0.071
H -4.116 -3.341 -2.752  0.116
H -2.767 -5.123 -1.703  0.115
H -1.262 -4.587 0.179  0.111
H -1.090 -2.277 1.007  0.084

Forces on atoms 1 to 6 (eV/Å):
Fe -0.4 -0.2 0.2
C 0.2 0.1 0.0
C 0.1 0.1 0.2
C -0.2 -0.1 -0.2
C 0.1 0.0 0.0
C 0.0 0.1 -0.1

(3)
A molecular structure, C40H42N6SSiTi, computed with ωB97M-V with the def2-TZVPD basis set.

Computed properties:
HOMO: -12.2 eV
Net charge: +2

Each line ends with the Löwdin charge.
CARTESIAN COORDINATES (ANGSTROEM)
Ti 0.446 0.136 -0.016  1.130
C -0.751 4.195 0.653  0.039
C -0.654 2.710 0.676  -0.295
N 0.502 2.056 0.766  -0.070
C 1.729 2.802 0.977  -0.153
C 2.870 1.806 1.225  -0.139
N 2.321 0.439 1.261  -0.103
C 3.360 -0.601 1.278  -0.148
C 2.719 -1.882 0.782  -0.144
N 1.954 -1.531 -0.429  -0.115
C 1.277 -2.693 -1.025  -0.147
C 0.062 -3.006 -0.174  -0.179
N -0.553 -1.736 0.190  -0.027
C -1.853 -1.736 0.464  -0.326
C -2.690 -2.979 0.473  0.010
C -2.405 -0.482 0.776  -0.296
C -3.736 -0.115 0.800  0.004
C -4.102 1.230 0.802  -0.030
C -3.115 2.204 0.667  0.010
C -1.777 1.868 0.732  -0.281
N -1.394 0.512 1.039  -0.142
H 0.035 4.633 0.038  0.099
H -0.635 4.581 1.671  0.103
H -1.713 4.529 0.273  0.089
H 1.607 3.465 1.837  0.115
H 1.964 3.428 0.112  0.131
H 3.404 2.036 2.150  0.136
H 3.587 1.862 0.411  0.107
H 1.797 0.345 2.130  0.068
H 3.784 -0.736 2.275  0.135
H 4.172 -0.300 0.615  0.127
H 2.036 -2.278 1.537  0.111
H 3.476 -2.641 0.572  0.145
H 2.614 -1.184 -1.118  0.104
H 1.941 -3.557 -1.089  0.138
H 0.958 -2.421 -2.032  0.136
H 0.342 -3.554 0.733  0.124
H -0.604 -3.647 -0.750  0.122
H -2.330 -3.667 1.241  0.100
H -2.651 -3.514 -0.475  0.089
H -3.730 -2.754 0.683  0.089
H -4.512 -0.860 0.703  0.129
H -5.146 1.506 0.778  0.120
H -3.402 3.232 0.491  0.133
S -2.019 2.661 -2.781  1.179
C -3.110 1.312 -2.680  -0.438
C -4.441 1.257 -3.072  -0.065
C -5.072 0.029 -3.050  -0.050
C -4.368 -1.126 -2.692  -0.048
C -3.053 -1.061 -2.287  -0.021
C -2.420 0.180 -2.218  -0.283
N -1.097 0.420 -1.866  0.078
C -0.753 1.643 -2.193  -0.537
C 0.662 1.968 -2.260  -0.257
C 1.142 2.944 -3.128  -0.018
C 2.504 3.022 -3.371  -0.042
C 3.353 2.109 -2.767  -0.045
C 2.857 1.164 -1.873  -0.111
C 1.501 1.072 -1.574  -0.151
H -4.953 2.147 -3.414  0.121
H -6.104 -0.043 -3.365  0.119
H -4.857 -2.089 -2.760  0.118
H -2.492 -1.957 -2.061  0.106
H 0.457 3.609 -3.640  0.108
H 2.899 3.763 -4.052  0.121
H 4.412 2.129 -2.991  0.119
H 3.586 0.502 -1.411  0.089
C -0.669 4.658 4.831  -0.054
C 0.478 3.901 4.633  -0.063
C 0.389 2.652 4.037  -0.111
C -0.838 2.122 3.629  -0.263
C -1.982 2.898 3.851  -0.101
C -1.899 4.152 4.434  -0.058
Si -1.134 0.414 2.912  0.847
C 0.032 -0.992 3.401  -0.263
C -0.444 -2.308 3.348  -0.108
C 0.286 -3.369 3.858  -0.059
C 1.515 -3.148 4.468  -0.050
C 1.990 -1.850 4.576  -0.064
C 1.251 -0.792 4.064  -0.119
H -0.608 5.627 5.307  0.118
H 1.441 4.279 4.950  0.116
H 1.305 2.095 3.891  0.079
H -2.958 2.508 3.582  0.101
H -2.799 4.733 4.592  0.117
H -2.471 0.013 3.382  0.062
H -1.424 -2.500 2.930  0.091
H -0.116 -4.374 3.813  0.118
H 2.071 -3.970 4.896  0.119
H 2.924 -1.650 5.086  0.119
H 1.620 0.209 4.243  0.087

Forces on atoms 1 to 6 (eV/Å):
Ti 0.6 -0.7 -0.3
C 0.1 0.0 0.0
C -0.1 -0.1 0.2
N -0.3 0.1 0.2
C 0.2 0.1 -0.1
C -0.1 0.3 0.0

(4)
A molecular structure, C40H43AsNPtS2 at a distorted geometry, computed with ωB97M-V with the def2-TZVPD basis set.

Computed properties:
HOMO (spin up / spin down): -9.8 / -11.1 eV
Net charge: +1
2S+1: 5

Each line ends with the Mulliken spin population.
CARTESIAN COORDINATES (ANGSTROEM)
Pt 10.699 13.350 12.367  1.124
C 13.767 10.313 10.917  -0.027
C 12.968 11.520 11.203  0.130
S 11.302 11.218 11.367  0.656
C 13.601 12.752 11.211  0.129
C 15.066 12.875 10.772  -0.023
S 12.761 14.192 11.561  0.644
H 13.303 9.459 11.424  0.002
H 14.752 10.330 11.379  0.004
H 13.811 10.033 9.850  0.020
H 15.574 11.909 10.631  0.000
H 15.603 13.524 11.457  0.012
H 15.131 13.403 9.816  0.011
C 9.311 20.263 11.917  0.002
C 9.761 18.931 12.447  -0.055
C 10.357 18.853 13.694  0.251
C 10.829 17.625 14.257  -0.073
C 11.522 17.587 15.613  0.007
C 10.670 16.481 13.468  -0.014
C 9.969 16.484 12.236  -0.060
C 9.531 17.757 11.711  0.161
N 9.714 15.293 11.631  0.655
C 8.831 15.156 10.511  -0.368
C 7.448 15.762 10.741  0.058
C 6.462 15.443 9.515  -0.003
C 7.042 16.019 8.242  0.003
C 8.449 15.435 7.974  0.003
C 8.314 13.914 7.819  0.004
C 7.674 13.322 9.074  -0.007
C 6.308 13.969 9.352  0.001
C 8.579 13.624 10.252  0.187
C 9.386 15.693 9.196  0.081
H 8.333 20.528 12.390  -0.005
H 9.227 20.283 10.824  0.000
H 9.994 20.982 12.269  -0.004
H 10.433 19.779 14.281  0.003
H 11.164 18.389 16.264  -0.003
H 12.587 17.682 15.474  -0.004
H 11.332 16.655 16.218  0.000
H 11.054 15.524 13.796  0.228
H 9.056 17.786 10.763  0.044
H 7.467 16.853 10.934  -0.010
H 7.018 15.277 11.641  -0.011
H 5.503 15.895 9.668  0.001
H 7.063 17.112 8.305  0.000
H 6.341 15.820 7.383  0.000
H 8.909 15.876 7.122  -0.001
H 9.265 13.423 7.607  -0.001
H 7.761 13.741 6.896  0.000
H 7.681 12.235 9.120  0.002
H 5.851 13.558 10.279  -0.001
H 5.661 13.776 8.525  0.001
H 9.558 13.115 10.094  0.025
H 8.117 13.261 11.178  -0.049
H 9.573 16.751 9.302  -0.009
H 10.345 15.220 9.024  0.001
C 10.190 14.690 18.260  0.001
C 11.241 13.772 18.351  0.003
C 11.651 13.038 17.259  0.013
C 11.029 13.216 16.029  -0.013
C 9.914 14.017 15.947  -0.022
C 9.460 14.744 17.073  0.011
As 11.596 12.310 14.392  0.281
C 11.609 10.410 14.726  -0.014
C 10.549 9.553 14.776  0.004
C 10.801 8.177 14.925  0.003
C 12.102 7.708 14.944  0.004
C 13.178 8.569 14.833  -0.007
C 12.955 9.940 14.774  -0.007
C 13.954 11.016 14.652  -0.025
C 15.315 10.876 14.851  -0.014
C 16.206 11.949 14.692  0.011
C 15.711 13.214 14.474  -0.006
C 14.330 13.359 14.327  0.025
C 13.455 12.283 14.456  0.040
H 9.901 15.343 19.082  0.000
H 11.908 13.787 19.219  0.000
H 12.437 12.298 17.369  0.003
H 9.465 14.082 15.003  -0.025
H 8.602 15.402 16.966  0.000
H 9.506 9.896 14.735  0.011
H 10.016 7.424 15.059  0.000
H 12.295 6.654 14.969  0.000
H 14.153 8.167 14.868  0.000
H 15.723 9.920 15.095  0.000
H 17.265 11.710 14.771  0.000
H 16.311 14.128 14.457  0.000
H 13.946 14.365 14.240  0.000

Forces on atoms 1 to 6 (eV/Å):
Pt -0.2 0.2 0.1
C 0.0 -1.9 0.2
C -0.1 -0.1 -0.3
S 0.2 0.6 0.3
C 0.3 0.5 -0.4
C -0.5 0.1 -0.1

(5)
A molecular structure, C40H43Ge2N6PdS at a distorted geometry, computed with ωB97M-V with the def2-TZVPD basis set.

Computed properties:
HOMO (spin up / spin down): -17.8 / -18.7 eV
Net charge: +4
2S+1: 6

Each line ends with the Mulliken spin population.
CARTESIAN COORDINATES (ANGSTROEM)
Pd 0.086 -1.237 0.354  1.411
C 0.317 -4.225 -0.375  -0.011
N 1.030 -2.966 -0.729  0.166
C 1.028 -2.733 -2.193  0.004
C -0.171 -1.938 -2.656  0.041
C -0.441 -1.808 -4.011  0.009
C -1.567 -1.112 -4.406  0.004
C -2.421 -0.601 -3.431  0.014
C -2.078 -0.766 -2.110  0.020
N -0.958 -1.402 -1.722  0.058
C 2.402 -2.942 -0.155  0.087
C 2.319 -3.016 1.351  -0.009
C 3.186 -3.778 2.111  0.006
C 2.995 -3.843 3.485  -0.003
C 1.923 -3.166 4.051  0.002
C 1.106 -2.418 3.227  -0.003
N 1.309 -2.324 1.908  0.142
C -1.019 -4.045 0.297  -0.009
C -1.851 -5.143 0.446  0.005
C -3.054 -5.004 1.114  -0.006
C -3.393 -3.759 1.627  0.013
C -2.522 -2.711 1.439  0.001
N -1.357 -2.844 0.780  0.224
H 0.949 -4.812 0.294  0.000
H 0.182 -4.826 -1.273  0.002
H 1.029 -3.693 -2.713  0.003
H 1.949 -2.233 -2.484  0.015
H 0.216 -2.265 -4.742  0.001
H -1.793 -0.989 -5.457  0.000
H -3.343 -0.103 -3.700  0.001
H -2.725 -0.417 -1.315  0.005
H 2.882 -2.013 -0.472  -0.016
H 3.004 -3.768 -0.543  0.004
H 3.991 -4.326 1.636  0.001
H 3.662 -4.432 4.102  0.000
H 1.720 -3.223 5.112  0.001
H 0.249 -1.885 3.625  -0.005
H -1.550 -6.102 0.045  0.003
H -3.716 -5.852 1.235  0.000
H -4.318 -3.604 2.164  0.001
H -2.747 -1.733 1.835  0.001
C -3.243 2.723 -1.735  0.024
Ge -1.681 3.580 -1.020  0.342
C -0.963 4.982 -2.107  0.022
C -2.055 4.161 0.790  0.037
Ge 0.392 1.392 -0.844  0.956
C 1.786 2.355 0.140  0.166
C 1.581 3.439 0.994  0.012
C 2.651 4.017 1.669  -0.004
C 3.934 3.504 1.515  0.033
C 4.147 2.418 0.672  0.003
C 3.083 1.840 -0.010  0.020
C 0.965 1.342 -2.692  0.115
C 1.996 0.427 -2.946  0.012
C 2.619 0.403 -4.184  0.025
C 2.188 1.261 -5.192  0.031
C 1.147 2.150 -4.952  -0.001
C 0.527 2.187 -3.711  -0.035
H -4.055 3.398 -1.443  0.017
H -3.454 1.741 -1.321  0.005
H -3.204 2.671 -2.822  0.001
H -1.597 5.837 -1.844  0.016
H -1.083 4.777 -3.166  0.001
H 0.071 5.233 -1.880  0.002
H -2.549 5.126 0.630  0.012
H -1.209 4.333 1.445  0.005
H -2.762 3.485 1.269  0.008
H 0.601 3.872 1.112  -0.041
H 2.486 4.878 2.304  0.001
H 4.769 3.965 2.026  0.000
H 5.150 2.038 0.521  0.001
H 3.290 1.031 -0.700  -0.022
H 2.360 -0.226 -2.161  0.031
H 3.445 -0.273 -4.367  0.000
H 2.670 1.242 -6.161  0.000
H 0.824 2.826 -5.733  -0.001
H -0.271 2.892 -3.548  -0.022
N 2.100 0.748 2.812  0.186
C 0.837 0.931 3.049  -0.020
N -0.170 0.524 2.198  0.174
C -1.339 0.907 2.707  0.143
C -2.611 0.713 2.076  0.075
C -3.728 1.100 2.734  0.092
C -3.651 1.719 4.032  0.222
C -2.436 1.968 4.659  -0.014
C -1.293 1.571 4.001  0.188
S 0.334 1.741 4.516  -0.005
H 2.410 0.336 1.940  0.002
H 2.814 1.083 3.446  -0.010
H -2.654 0.277 1.086  0.008
H -4.704 0.958 2.286  -0.002
H -4.570 2.008 4.529  -0.004
H -2.401 2.447 5.629  0.006

Forces on atoms 1 to 6 (eV/Å):
Pd -0.2 -1.4 0.1
C 0.0 0.1 0.0
N 0.0 0.2 0.0
C 0.0 0.0 0.0
C 0.0 -0.1 0.1
C 0.0 -0.1 -0.1

Total energy? In order: -92688.2119 -216009.9211 -92920.7111 -129417.3275 -178425.4102 eV.